Computed, not measured: C46H33BrN8O3S3Sr as an isolated structure at a distorted geometry, with the ωB97M-V functional and the def2-TZVPD basis.

Each line ends with the Löwdin charge.
CARTESIAN COORDINATES (ANGSTROEM)
Sr: -0.35 0.02 -0.60  1.3443
C: -3.34 4.07 0.24  -0.0387
O: -3.50 3.51 -1.10  0.0172
C: -2.41 2.75 -1.29  -0.3672
N: -1.47 2.77 -0.44  0.1389
C: -1.87 3.77 0.59  -0.2446
C: -1.70 3.35 2.02  -0.2189
C: -1.75 2.02 2.41  -0.0458
C: -1.58 1.66 3.74  -0.0544
C: -1.40 2.64 4.71  -0.0781
C: -1.37 3.98 4.33  -0.0788
C: -1.50 4.33 2.99  -0.0435
C: -2.38 2.00 -2.58  -0.1945
C: -3.23 2.34 -3.63  0.0344
C: -3.13 1.63 -4.81  -0.0093
C: -2.24 0.57 -4.89  0.0300
C: -1.46 0.29 -3.79  -0.1690
N: -1.49 1.01 -2.67  0.0540
C: -0.54 -0.89 -3.75  -0.3122
N: 0.15 -1.20 -2.73  0.0335
C: 0.85 -2.47 -3.02  -0.2180
C: 0.41 -2.78 -4.47  -0.0306
O: -0.50 -1.69 -4.81  0.0353
C: 2.35 -2.38 -2.85  -0.1931
C: 3.10 -3.55 -2.95  -0.0377
C: 4.48 -3.52 -2.80  -0.0764
C: 5.13 -2.32 -2.54  -0.0847
C: 4.38 -1.15 -2.44  -0.0695
C: 3.00 -1.18 -2.60  -0.0357
H: -4.03 3.57 0.91  0.1380
H: -3.57 5.13 0.20  0.1311
H: -1.25 4.65 0.41  0.1463
H: -1.94 1.25 1.67  0.0336
H: -1.60 0.61 4.02  0.1114
H: -1.29 2.37 5.75  0.1053
H: -1.23 4.76 5.08  0.1039
H: -1.44 5.37 2.70  0.1160
H: -3.94 3.14 -3.50  0.1291
H: -3.75 1.88 -5.65  0.1206
H: -2.14 -0.03 -5.79  0.1280
H: 0.48 -3.22 -2.32  0.1575
H: -0.13 -3.71 -4.57  0.1298
H: 1.24 -2.77 -5.16  0.1306
H: 2.60 -4.50 -3.13  0.1200
H: 5.06 -4.44 -2.89  0.1044
H: 6.21 -2.29 -2.42  0.1037
H: 4.88 -0.21 -2.23  0.1032
H: 2.43 -0.27 -2.52  0.1057
Br: 5.01 5.92 -0.48  0.7245
C: 5.30 4.52 0.76  -0.7014
C: 5.43 4.82 2.11  -0.1242
C: 5.63 3.79 3.02  -0.0462
C: 5.67 2.47 2.60  -0.3145
C: 5.55 2.19 1.24  -0.0298
C: 5.38 3.21 0.31  -0.1094
N: 6.00 1.45 3.56  0.0683
N: 5.47 0.32 3.51  0.0723
C: 4.34 0.04 2.68  -0.2552
C: 4.29 -1.25 2.22  -0.0231
C: 3.31 -1.70 1.33  -0.0095
C: 2.29 -0.86 0.90  -0.3861
O: 1.31 -1.25 0.15  -0.3227
C: 2.34 0.52 1.35  -0.1366
N: 1.41 1.38 0.82  0.0340
C: 1.40 2.63 1.23  -0.1318
C: 2.17 3.07 2.33  -0.0225
C: 3.08 2.22 2.87  -0.0119
C: 3.30 0.94 2.30  -0.1161
H: 5.38 5.85 2.44  0.1027
H: 5.73 4.00 4.08  0.1213
H: 5.61 1.16 0.90  0.1252
H: 5.30 2.99 -0.74  0.1021
H: 5.08 -1.92 2.54  0.1165
H: 3.31 -2.72 0.97  0.1158
H: 0.73 3.30 0.72  0.0912
H: 2.01 4.06 2.73  0.1157
H: 3.64 2.52 3.76  0.1183
S: -6.13 -3.63 3.55  0.5704
C: -5.34 -3.01 2.23  -1.1063
S: -4.59 -1.45 2.26  0.9532
C: -4.01 -1.62 0.63  -1.1306
N: -4.34 -2.75 0.10  0.0033
N: -5.08 -3.54 0.99  -0.1299
C: -5.52 -4.81 0.45  -0.1772
C: -4.82 -5.34 -0.64  -0.0304
C: -5.24 -6.52 -1.23  -0.0910
C: -6.36 -7.20 -0.74  -0.1008
C: -7.03 -6.67 0.35  -0.0832
C: -6.62 -5.49 0.95  -0.0482
S: -3.20 -0.32 -0.18  0.4626
H: -3.96 -4.82 -1.02  0.0960
H: -4.69 -6.92 -2.08  0.0998
H: -6.70 -8.11 -1.21  0.0994
H: -7.90 -7.19 0.75  0.1040
H: -7.17 -5.10 1.80  0.0369

Summary:
HOMO energy (Ha): -0.2679
Total energy (eV): -169687.10219
Orbital gap (eV): 6.3
Molar mass (g/mol): 1009.55
E_LUMO (eV): -0.998